[1]
Computed, not measured: a single CH2BrN3 molecule in a non-equilibrium geometry, with wB97M-V/def2-TZVPD.

For the LUMO energy (alpha / beta), the calculation gives 0.5 / -1.9 eV. The value obtained for the HOMO energy (alpha / beta) is -7.3 / -10.3 eV. The spin multiplicity is 3. As for the total energy: -75576.08273 eV. The calculation puts the relative energy (zero: lowest compared OMol25 entry of this formula, charge and spin) at 221.9 kJ/mol. The charge is 0. For the HOMO-LUMO gap (alpha / beta), the calculation gives 7.8 / 8.4 eV.

Last column: Löwdin charge in e.
Element x y z (Å)
C: 1.13711 -0.02361 0.45020  -0.57
N: 0.29920 0.75929 -0.11475  -0.06
N: -1.24857 -0.79422 -0.17373  0.07
N: -0.97805 0.40415 -0.03318  -0.20
Br: 2.93574 -0.12971 -0.08068  0.66
H: -0.45912 -1.29795 -0.05214  -0.02
H: -1.68630 1.08205 0.00428  0.13

Atomic forces in eV per Å
0.148 0.882 -2.018
2.442 1.144 1.898
-6.118 -3.038 -0.163
1.546 2.013 -0.024
-0.332 0.122 0.528
3.028 -2.240 0.194
-0.714 1.117 -0.416

[2]
Computed, not measured: a molecular structure, C37H31N7O3PRe, with wB97M-V/def2-TZVPD.

For the LUMO energy (alpha / beta), the calculation gives -4.1 / -4.5 eV. The value obtained for the HOMO energy (alpha / beta) is -10.1 / -10.6 eV. The spin multiplicity is 4. As for the total energy: -66861.32112 eV. The calculation puts the relative energy (zero: lowest compared OMol25 entry of this formula, charge and spin) at 88.2 kJ/mol. The charge is +1. For the HOMO-LUMO gap (alpha / beta), the calculation gives 6.0 / 6.1 eV.

Last column: Löwdin charge in e.
Element x y z (Å)
Re: 0.49078 -1.38243 -0.47136  1.79
O: -0.33076 -2.43830 -4.32489  0.10
C: -0.32027 -2.37601 -3.11667  -0.45
N: 0.76375 -2.15960 -2.30152  -0.07
C: 2.08879 -2.41276 -2.74327  -0.20
C: 2.46997 -2.96364 -3.96365  -0.01
C: 3.81105 -3.23629 -4.17423  -0.07
C: 4.75086 -2.97902 -3.18451  -0.07
C: 4.37357 -2.43326 -1.97015  -0.01
C: 3.03077 -2.14198 -1.75203  -0.22
N: 2.48014 -1.66124 -0.53614  -0.08
C: 3.33299 -0.96803 0.33183  -0.46
O: 4.35174 -0.42355 -0.02935  0.10
C: 2.94054 -0.90533 1.78191  -0.23
C: 3.35682 0.19952 2.51710  0.00
C: 3.06523 0.23259 3.86913  -0.05
C: 2.40157 -0.84844 4.43076  -0.05
C: 2.04272 -1.90817 3.61141  -0.13
N: 2.28696 -1.93900 2.30358  0.12
C: -1.58267 -2.57567 -2.33238  -0.21
C: -2.74724 -2.94644 -2.96858  0.02
C: -3.89905 -3.08418 -2.20918  -0.01
C: -3.83321 -2.81665 -0.85269  -0.02
C: -2.62270 -2.44400 -0.29353  -0.09
N: -1.50146 -2.35457 -1.01351  -0.01
H: 1.74020 -3.16490 -4.72918  0.10
H: 4.12358 -3.65645 -5.12040  0.11
H: 5.79444 -3.20526 -3.35608  0.11
H: 5.11308 -2.23858 -1.21082  0.11
H: 3.90236 0.99062 2.02209  0.12
H: 3.37089 1.07284 4.47902  0.11
H: 2.17952 -0.88238 5.48870  0.11
H: 1.53946 -2.77300 4.02653  0.11
H: -2.71846 -3.11571 -4.03565  0.13
H: -4.83046 -3.38639 -2.66887  0.12
H: -4.70400 -2.89348 -0.21783  0.12
H: -2.55935 -2.20881 0.75685  0.10
N: -2.44963 6.46015 5.63247  0.18
C: -2.10580 5.57965 4.98090  -0.17
C: -1.67546 4.47728 4.16513  -0.22
C: -0.74016 3.57298 4.66243  0.00
C: -0.33009 2.50985 3.87694  0.00
C: -0.84354 2.35222 2.59315  -0.19
C: -1.77181 3.26237 2.09900  -0.01
C: -2.19465 4.32197 2.88275  0.00
C: -0.38928 1.21910 1.74372  -0.03
C: 0.47920 1.50604 0.70359  -0.24
C: 1.05499 2.76306 0.39244  0.01
C: 1.91813 2.57715 -0.66421  -0.03
C: 1.87185 1.21181 -0.97803  -0.10
N: 1.02713 0.56108 -0.16880  -0.11
C: -0.80648 -0.07040 2.09315  -0.23
C: -1.47393 -0.46879 3.26695  0.02
C: -1.43771 -1.85488 3.30625  -0.05
C: -0.76345 -2.26181 2.15473  -0.19
N: -0.40557 -1.20654 1.40365  -0.13
H: -0.34069 3.70822 5.65785  0.13
H: 0.39953 1.80310 4.25236  0.12
H: -2.17005 3.13558 1.10016  0.12
H: -2.92149 5.02936 2.50872  0.13
H: 0.85749 3.67933 0.92492  0.13
H: 2.54226 3.30896 -1.14846  0.12
H: 2.43015 0.68272 -1.73685  0.13
H: -1.90427 0.19533 3.99800  0.12
H: -1.83597 -2.50135 4.07001  0.11
H: -0.53217 -3.26785 1.83419  0.13
C: -1.82710 0.70317 -4.36041  -0.15
P: -1.87023 1.20428 -2.63684  0.56
C: -1.07819 2.81382 -2.56030  -0.16
C: -3.59867 1.47497 -2.21949  -0.16
O: -1.24166 0.18492 -1.73139  -0.40
H: -2.24400 1.47706 -5.00546  0.06
H: -2.39789 -0.21647 -4.49054  0.05
H: -0.79631 0.50450 -4.65553  0.07
H: -1.60190 3.53573 -3.18751  0.07
H: -0.04585 2.72965 -2.89997  0.06
H: -1.06947 3.16884 -1.52927  0.04
H: -4.05169 2.23193 -2.85974  0.06
H: -3.67391 1.79245 -1.17901  0.05
H: -4.14381 0.53741 -2.33409  0.05

Atomic forces in eV per Å
-0.754 0.181 -0.151
0.002 -0.020 0.027
-0.033 -0.062 -0.023
0.131 -0.021 -0.154
0.064 -0.029 0.057
0.028 0.051 0.061
0.018 -0.003 -0.013
0.013 -0.007 -0.003
-0.007 -0.003 -0.058
-0.034 -0.034 -0.092
0.233 -0.043 0.175
0.001 -0.001 0.017
-0.006 -0.026 0.030
0.034 0.042 0.021
-0.052 -0.016 -0.026
0.003 -0.017 0.000
0.021 0.026 0.005
-0.011 -0.011 0.005
0.064 0.014 -0.009
0.015 0.003 -0.009
0.013 0.020 0.024
0.010 0.001 -0.002
0.013 0.006 0.007
-0.036 -0.001 0.009
-0.008 -0.032 -0.024
-0.010 -0.002 -0.003
-0.002 -0.003 -0.004
0.000 -0.006 -0.015
-0.012 -0.004 -0.004
0.008 0.004 0.005
0.002 0.007 0.003
-0.011 -0.005 0.001
-0.015 -0.017 0.002
-0.005 -0.001 -0.003
-0.005 -0.003 0.001
-0.009 0.000 -0.002
0.011 0.001 0.006
-0.006 0.010 0.006
-0.015 0.034 0.025
0.014 -0.015 -0.007
-0.007 -0.012 -0.025
-0.012 0.004 0.012
0.003 -0.016 -0.026
-0.006 0.027 0.007
0.016 -0.019 0.008
-0.032 -0.052 0.045
0.005 0.018 -0.087
-0.024 -0.014 0.036
0.035 -0.037 -0.019
-0.003 -0.019 -0.004
0.007 0.098 0.109
0.101 0.099 0.022
-0.025 -0.047 -0.023
-0.022 0.031 0.012
-0.035 -0.020 -0.082
0.301 -0.074 0.098
0.001 0.002 0.005
-0.001 -0.006 -0.005
0.004 -0.008 -0.006
-0.003 0.005 0.001
-0.005 0.010 0.003
0.002 0.014 0.004
0.015 -0.003 -0.001
-0.002 0.006 0.011
0.003 -0.006 0.011
0.007 -0.009 0.016
-0.017 0.020 -0.013
-0.011 -0.037 -0.051
0.014 0.030 -0.006
-0.013 -0.008 -0.010
0.034 0.031 0.064
-0.005 0.005 0.002
0.001 -0.010 0.013
0.010 0.007 0.013
-0.013 -0.007 -0.008
-0.007 -0.015 0.000
-0.012 -0.012 0.000
0.003 0.001 -0.010
0.019 0.010 0.001
0.007 -0.008 -0.004

[3]
Computed, not measured: a molecular structure, C25H17BrF5IrN9O2Se, with wB97M-V/def2-TZVPD.

For the LUMO energy (alpha / beta), the calculation gives -3.7 / -4.6 eV. The value obtained for the HOMO energy (alpha / beta) is -10.3 / -10.7 eV. The spin multiplicity is 5. As for the total energy: -195508.61166 eV. The calculation puts the relative energy (zero: lowest compared OMol25 entry of this formula, charge and spin) at 0.0 kJ/mol. The charge is +1. For the HOMO-LUMO gap (alpha / beta), the calculation gives 6.6 / 6.1 eV.

Last column: Löwdin charge in e.
Element x y z (Å)
Ir: -0.24746 -0.52660 0.24005  1.23
O: 5.39685 0.59393 0.80031  0.07
C: 5.16440 0.75661 -0.51210  -0.26
C: 6.22209 1.24020 -1.28569  0.00
C: 6.06518 1.44274 -2.63816  -0.06
C: 4.84702 1.17229 -3.26634  -0.08
C: 3.80103 0.69740 -2.51231  -0.02
C: 3.93162 0.47954 -1.13218  -0.08
C: 2.76342 -0.01648 -0.39591  -0.41
O: 1.67355 -0.21645 -1.00253  -0.14
N: 2.90638 -0.23842 0.92284  0.06
N: 1.75691 -0.64127 1.44818  -0.09
C: 1.65719 -1.01528 2.66652  -0.05
C: 0.32901 -1.41043 3.09471  -0.25
C: 0.04589 -1.83750 4.38505  0.01
C: -1.24296 -2.21545 4.71034  -0.01
C: -2.22677 -2.17262 3.73149  -0.01
C: -1.87729 -1.75258 2.46499  -0.11
N: -0.63456 -1.36238 2.15207  -0.08
H: 4.58537 0.22779 1.21013  0.06
H: 7.16093 1.44255 -0.78830  0.12
H: 6.89969 1.81442 -3.21863  0.11
H: 4.73161 1.33091 -4.32923  0.10
H: 2.84662 0.47845 -2.97142  0.11
H: 2.51225 -1.05568 3.33255  0.14
H: 0.84481 -1.87201 5.11283  0.13
H: -1.47750 -2.54914 5.71201  0.12
H: -3.24719 -2.46657 3.92880  0.11
H: -2.60510 -1.73316 1.66712  0.06
Br: -3.28664 3.52303 -2.52978  0.82
C: -2.09824 2.07774 -2.68104  -0.66
C: -1.68757 1.60354 -3.91349  -0.06
C: -0.81828 0.52562 -3.94079  -0.01
C: -0.39303 -0.03996 -2.75714  -0.15
N: -0.79558 0.43309 -1.56712  -0.12
C: -1.63832 1.47055 -1.52998  -0.18
H: -2.04360 2.06178 -4.82585  0.12
H: -0.47519 0.11195 -4.87798  0.13
H: 0.27953 -0.88108 -2.74032  0.08
H: -1.97138 1.81485 -0.56382  0.09
N: 1.36400 4.49799 1.29374  0.16
N: 0.66727 3.32129 1.44849  -0.26
N: -0.34735 3.21660 2.27440  0.17
C: -0.76614 1.98662 2.01797  -0.16
N: -0.01187 1.41375 1.07274  -0.15
N: 0.90790 2.28910 0.71129  0.14
H: 1.41164 4.95803 2.19601  0.12
H: 2.28812 4.27644 0.93823  0.12
H: -1.60227 1.51433 2.50476  0.13
F: -6.38941 -4.13882 0.24554  0.15
C: -5.52107 -3.21768 -0.12969  -0.14
C: -5.06863 -3.04252 -1.42706  -0.09
F: -5.46525 -3.73382 -2.47602  0.16
C: -3.97967 -2.04563 -1.46505  -0.30
F: -4.04865 -1.11199 -2.46510  0.09
C: -2.73331 -2.19382 -0.73330  -0.50
Se: -0.96265 -2.67524 -0.79524  0.80
C: -3.82870 -1.59577 0.01544  -0.35
F: -3.76004 -0.26030 0.37655  0.05
C: -4.84414 -2.38097 0.73555  -0.10
F: -4.96447 -2.37352 2.06088  0.12

Atomic forces in eV per Å
0.466 0.299 0.051
0.014 0.019 -0.051
0.002 0.004 0.034
0.025 0.004 0.014
-0.002 -0.001 -0.007
0.002 -0.002 0.011
0.001 0.002 0.002
-0.069 -0.009 -0.037
0.088 0.001 0.104
-0.123 -0.121 -0.125
0.012 0.034 -0.067
-0.255 -0.339 0.065
0.061 0.041 -0.041
-0.040 -0.041 0.050
0.069 0.007 -0.018
-0.055 -0.005 -0.015
0.075 -0.010 0.054
-0.048 -0.042 0.027
-0.103 -0.003 -0.088
-0.007 -0.021 0.025
0.000 0.001 -0.005
0.001 -0.001 0.002
-0.002 -0.001 0.001
-0.001 -0.001 0.002
-0.005 0.034 0.012
-0.007 -0.001 0.007
0.001 0.003 0.002
0.022 -0.006 -0.001
0.318 0.015 0.304
0.002 0.007 -0.008
-0.047 0.034 0.027
0.022 -0.019 -0.021
-0.019 0.009 -0.016
-0.018 0.041 0.008
-0.134 -0.224 -0.044
-0.052 -0.049 -0.005
0.001 -0.001 0.000
0.003 0.004 -0.002
0.007 0.016 0.011
-0.012 -0.009 0.064
0.020 0.020 -0.006
0.029 0.013 0.010
-0.006 -0.029 -0.004
0.079 0.073 0.039
-0.237 0.037 0.071
0.006 -0.060 -0.070
-0.012 -0.002 0.007
-0.002 -0.010 -0.006
-0.005 0.010 0.004
0.011 0.003 -0.005
-0.012 -0.006 0.036
0.024 -0.008 -0.030
-0.002 0.010 0.005
-0.024 0.120 0.038
0.003 -0.041 0.003
0.108 -0.256 -0.097
0.021 0.322 0.138
-0.128 0.054 -0.315
0.020 0.135 -0.098
-0.029 -0.069 -0.066
-0.056 0.012 0.019

- What is the spin multiplicity in the third record?
  5